# 1
This record from the OMol25 dataset describes a molecular structure, C32H42F2N9O5S2Ti. The level of theory is ωB97M-V/def2-TZVPD.

Structure (ORCA input):
```
! RIJCOSX wB97M-V def2-TZVPD def2/J DEFGRID3
* xyz -1 3
Ti -0.78 0.32 0.12
C 1.94 3.66 -0.89
C 1.05 2.47 -0.92
N 0.60 1.89 0.13
N 1.00 2.35 1.36
C 2.18 1.98 1.78
N 2.53 2.46 3.02
S 3.35 0.99 0.96
C 0.64 1.83 -2.19
C 1.04 2.28 -3.44
C 0.65 1.58 -4.56
C -0.12 0.44 -4.41
C -0.48 0.05 -3.13
N -0.11 0.72 -2.05
H 2.98 3.34 -0.76
H 1.68 4.27 -0.02
H 1.85 4.26 -1.79
H 1.74 2.73 3.59
H 3.25 1.93 3.48
H 1.65 3.17 -3.53
H 0.94 1.92 -5.55
H -0.45 -0.14 -5.26
H -1.08 -0.83 -2.96
O 1.10 -0.87 -0.03
C 1.53 -1.89 -0.93
C 0.52 -3.00 -0.94
C 0.85 -4.29 -0.55
C -0.16 -5.25 -0.52
C -1.44 -4.89 -0.88
C -1.67 -3.57 -1.26
N -0.71 -2.65 -1.30
H 1.89 -0.29 0.21
H 2.51 -2.25 -0.62
H 1.62 -1.47 -1.95
H 1.86 -4.52 -0.25
H 0.06 -6.26 -0.19
H -2.27 -5.57 -0.80
H -2.67 -3.25 -1.51
F -1.09 1.15 3.08
C -1.71 1.39 1.84
F -3.02 0.96 2.02
H -1.77 2.49 1.78
C -5.90 -1.44 -2.29
N -4.87 -1.27 -1.30
C -5.39 -0.65 -0.09
C -3.61 -0.70 -1.77
C -3.46 0.80 -1.73
C -4.34 1.59 -2.47
C -4.25 2.98 -2.44
C -3.28 3.57 -1.64
C -2.40 2.77 -0.92
C -2.45 1.36 -0.94
H -6.65 -2.15 -1.92
H -5.48 -1.86 -3.21
H -6.43 -0.51 -2.56
H -6.24 -1.23 0.26
H -5.70 0.39 -0.25
H -4.64 -0.65 0.70
H -3.45 -1.08 -2.79
H -2.81 -1.12 -1.16
H -5.09 1.13 -3.09
H -4.94 3.58 -3.01
H -3.20 4.65 -1.58
H -1.65 3.27 -0.32
C 3.63 -7.60 4.35
C 2.56 -6.95 3.49
S 1.80 -5.60 4.37
O 2.82 -4.59 4.57
O 1.13 -6.14 5.52
C 0.61 -4.99 3.21
C -0.25 -3.90 3.83
N -0.89 -3.08 2.82
C -0.45 -1.85 2.44
N -1.25 -1.31 1.54
C -2.27 -2.22 1.32
C -2.03 -3.35 2.07
N -2.69 -4.55 2.03
O -2.24 -5.55 2.72
O -3.70 -4.64 1.25
C 0.77 -1.21 3.01
H 4.09 -8.43 3.82
H 3.20 -7.98 5.27
H 4.40 -6.87 4.60
H 1.75 -7.65 3.24
H 2.97 -6.54 2.56
H -0.03 -5.81 2.89
H 1.18 -4.60 2.37
H 0.37 -3.24 4.44
H -1.01 -4.35 4.46
H -3.08 -2.07 0.64
H 0.66 -1.08 4.09
H 0.89 -0.22 2.59
H 1.67 -1.80 2.82
*
```

The value obtained for the HOMO energy (alpha / beta) is -2.7 / -5.6 eV. As for the maximum force: 0.7 eV/Å. The calculation puts the energy relative to the best compared isomer or geometry (same formula, charge and spin) at 0.0 kcal/mol.

***

# 2
This record from the OMol25 dataset describes a molecular structure, C32H42GeN4O2S2V in a non-equilibrium geometry. The level of theory is ωB97M-V/def2-TZVPD.

Structure (ORCA input):
```
! RIJCOSX wB97M-V def2-TZVPD def2/J DEFGRID3
* xyz 3 3
V -0.98 1.18 -1.15
S -1.03 0.97 1.16
C -0.91 -0.76 1.34
N -0.42 -1.34 2.39
C -0.42 -2.82 2.49
C -1.70 -3.35 1.92
N -1.89 -2.83 0.54
C -2.53 -3.82 -0.40
C -1.57 -4.93 -0.69
C -1.84 -6.21 -0.23
C -0.95 -7.25 -0.50
C 0.20 -7.00 -1.22
C 0.48 -5.72 -1.69
C -0.41 -4.69 -1.43
C -1.51 -1.64 0.23
S -1.72 -1.00 -1.37
C 0.16 -0.62 3.59
C -0.65 -0.95 4.81
C -0.10 -1.74 5.81
C -0.86 -2.04 6.94
C -2.16 -1.56 7.05
C -2.70 -0.77 6.04
C -1.95 -0.46 4.92
H -0.34 -3.07 3.54
H 0.46 -3.18 1.95
H -2.58 -3.07 2.50
H -1.65 -4.44 1.83
H -2.88 -3.27 -1.27
H -3.40 -4.19 0.15
H -2.75 -6.42 0.32
H -1.17 -8.25 -0.15
H 0.89 -7.81 -1.44
H 1.37 -5.54 -2.28
H -0.21 -3.70 -1.83
H 0.16 0.44 3.35
H 1.19 -0.98 3.65
H 0.92 -2.10 5.74
H -0.44 -2.64 7.73
H -2.75 -1.79 7.92
H -3.71 -0.39 6.14
H -2.36 0.18 4.15
O -0.89 1.53 -2.99
N -1.56 2.61 -3.47
N -2.16 3.19 -2.55
O -2.01 2.75 -1.29
C -3.09 4.28 -2.77
C -3.65 4.89 -1.65
C -4.54 5.93 -1.88
C -4.84 6.32 -3.18
C -4.26 5.69 -4.27
C -3.37 4.64 -4.08
H -3.40 4.57 -0.65
H -4.99 6.44 -1.04
H -5.53 7.14 -3.34
H -4.50 6.00 -5.28
H -2.91 4.14 -4.92
C 5.39 -0.60 -2.87
C 3.92 -0.26 -2.72
C 3.53 -0.13 -1.25
C 2.02 0.15 -0.98
Ge 1.63 1.95 -1.60
C 1.51 3.44 -0.39
C 2.91 3.68 0.26
C 3.90 4.40 -0.64
C 4.46 3.53 -1.75
H 5.66 -0.70 -3.92
H 5.63 -1.55 -2.38
H 6.03 0.17 -2.43
H 3.30 -1.04 -3.18
H 3.70 0.66 -3.27
H 4.15 0.61 -0.75
H 3.73 -1.07 -0.73
H 1.77 0.10 0.08
H 1.42 -0.59 -1.53
H 1.76 2.19 -3.09
H 0.78 3.23 0.39
H 1.17 4.32 -0.95
H 3.34 2.74 0.64
H 2.70 4.28 1.15
H 4.72 4.76 -0.02
H 3.42 5.29 -1.06
H 5.09 2.74 -1.35
H 5.06 4.10 -2.46
H 3.68 3.07 -2.38
*
```

The value obtained for the HOMO energy (alpha / beta) is -16.2 / -16.2 eV. As for the maximum force: 1.5 eV/Å. The calculation puts the energy relative to the best compared isomer or geometry (same formula, charge and spin) at 33.0 kcal/mol.

***

# 3
This record from the OMol25 dataset describes a molecular structure, C32H44BN8 in a non-equilibrium geometry. The level of theory is ωB97M-V/def2-TZVPD.

Structure (ORCA input):
```
! RIJCOSX wB97M-V def2-TZVPD def2/J DEFGRID3
* xyz -1 1
B 16.99 13.78 2.84
H 18.14 14.11 2.38
H 16.79 12.46 2.72
H 16.86 14.15 4.04
H 16.04 14.22 2.10
N 20.26 15.35 3.74
C 20.71 16.56 4.19
C 22.21 16.38 4.17
C 22.54 15.07 3.62
C 21.21 14.29 3.45
H 19.35 15.31 3.52
H 20.03 17.54 4.54
H 22.98 17.06 4.53
H 23.69 14.99 3.31
H 20.88 13.36 3.03
N 18.84 12.43 0.90
C 19.90 12.58 -0.05
C 19.57 11.66 -1.34
C 18.20 11.02 -0.99
C 17.90 11.58 0.46
H 18.88 12.97 1.71
H 20.74 13.30 0.16
H 20.30 11.58 -2.06
H 17.57 10.31 -1.57
H 17.05 11.28 1.13
N 17.46 7.84 3.12
C 17.07 6.68 3.75
C 15.63 6.86 4.20
C 15.26 8.30 3.85
C 16.58 8.86 3.18
H 18.46 8.11 2.76
H 17.57 5.73 3.71
H 15.04 6.25 4.62
H 14.30 9.00 3.80
H 17.00 9.91 2.84
N 16.82 13.78 -1.55
C 16.46 14.15 -2.83
C 16.17 15.60 -2.76
C 16.29 16.10 -1.32
C 16.62 14.73 -0.67
H 17.14 12.76 -1.26
H 16.48 13.44 -3.69
H 15.96 16.30 -3.49
H 16.26 16.95 -0.90
H 16.77 14.56 0.40
N 20.76 16.08 1.74
C 22.04 16.20 1.24
C 22.00 16.05 -0.32
C 20.51 15.86 -0.70
C 19.77 15.92 0.70
H 20.51 15.89 2.72
H 22.84 16.14 2.01
H 22.74 15.99 -1.03
H 20.02 15.66 -1.63
H 18.68 16.15 0.88
N 15.33 15.60 8.47
C 16.31 16.23 9.32
C 17.61 15.82 8.57
C 17.35 14.89 7.42
C 15.73 14.77 7.45
H 14.35 15.93 8.72
H 16.15 16.92 9.92
H 18.51 16.36 8.87
H 17.95 14.60 6.67
H 15.09 14.31 6.79
N 13.48 14.50 3.61
C 13.38 15.43 4.62
C 11.86 15.76 4.81
C 11.20 14.80 3.82
C 12.27 14.05 3.12
H 14.37 14.29 3.42
H 14.39 15.75 5.14
H 11.53 16.49 5.58
H 10.06 14.57 3.78
H 11.96 13.29 2.50
N 15.47 18.89 0.89
C 16.67 18.22 1.08
C 17.92 19.02 0.80
C 17.28 20.29 0.46
C 15.72 20.18 0.46
H 14.72 18.50 0.73
H 16.57 17.04 1.30
H 18.99 18.63 1.07
H 17.70 21.20 0.23
H 14.70 20.73 0.23
*
```

The value obtained for the HOMO energy is -4.8 eV. As for the maximum force: 15.5 eV/Å. The calculation puts the energy relative to the best compared isomer or geometry (same formula, charge and spin) at 565.0 kcal/mol.

***

Q: Among the records above, which one has the highest maximum force?
A: C32H44BN8